1.
19
Properties=species:S:1:pos:R:3:forces:R:3 method="wB97M-V/def2-TZVPD" multiplicity=1 orbital_gap_ev=8.414 fmax_ev_per_a=4.52 charge=0 lumo_energy_ev=0.1949 total_energy_ha=-708.79874 homo_energy_ev=-8.219 relative_energy_kcal_mol=143.83 smiles=C[C@]12CC#C[C@](C)(C1)S2
S 0.188896 -0.799306 -1.385850 1.11 0.67 0.15
C 1.144821 -0.705858 0.213676 -1.17 -1.22 -0.13
C -1.932567 -0.641448 0.400968 0.70 0.88 -0.41
C -1.381111 1.380519 -1.173274 1.66 -1.70 1.76
C 0.273466 -1.745072 1.074395 -2.42 0.57 -0.71
C -0.962569 -1.526468 0.986225 3.52 -1.38 2.13
C 0.341502 0.506410 0.691467 1.53 2.52 -3.19
C 2.685004 -0.613900 0.188698 -2.06 -0.72 -1.91
C -0.863747 0.300805 -0.287890 1.20 -1.80 -1.15
H -2.561976 0.078397 0.896605 -0.31 -0.28 1.30
H -0.764435 1.556499 -1.964289 1.95 0.54 -1.99
H 3.227504 -1.204203 -0.560817 -0.61 0.03 0.00
H 2.977102 0.399864 0.098194 0.28 1.00 0.00
H -2.544398 -1.254332 -0.216918 -0.62 0.11 -1.27
H 2.887956 -1.011015 1.097718 1.51 -0.89 2.99
H 0.058329 0.534632 1.684711 -0.30 0.01 2.08
H 0.976775 1.433809 0.477923 -1.20 -0.79 -0.09
H -1.504039 2.231655 -0.670466 -0.73 3.62 2.11
H -2.246513 1.079013 -1.551073 -4.03 -1.17 -1.68

2.
32
Properties=species:S:1:pos:R:3:forces:R:3 method="wB97M-V/def2-TZVPD" multiplicity=1 orbital_gap_ev=2.041 fmax_ev_per_a=9.26 charge=+2 lumo_energy_ev=-12.4649 total_energy_ha=-1911.86452 homo_energy_ev=-14.506 relative_energy_kcal_mol=212.86
I -4.041326 -1.665267 -3.027132 1.92 0.86 1.76
P 1.846093 -1.878887 -0.635354 0.19 2.56 -0.49
P 2.244851 1.901873 0.135770 -2.27 4.17 -4.13
O 3.920601 1.333504 0.279890 -0.24 0.22 -0.85
O -5.188045 1.379107 -0.277221 3.69 -2.50 1.24
O -0.549844 -1.870933 -2.924419 -1.91 3.42 8.39
O 2.292540 3.568635 0.749145 1.11 -3.89 -1.27
O 1.773145 2.005973 -1.369149 2.06 -1.27 5.44
O -2.117494 1.047043 1.828818 2.42 -3.96 -7.32
O 2.916198 -0.858246 -1.570228 0.14 -3.26 1.78
N -5.265369 -1.103213 0.609875 0.13 2.19 -0.92
C -1.759616 0.407614 0.699792 -1.39 2.09 4.33
C 2.631189 -2.138881 1.105175 0.93 0.56 0.36
C -0.133217 0.105093 0.449989 0.55 -2.61 -2.42
C 0.186435 -0.945665 -0.550870 -2.02 2.50 1.36
C 1.035582 0.882561 1.293616 -1.23 0.99 0.94
C -2.553533 -0.964595 -1.556377 1.70 1.49 3.54
C -0.942142 -1.333946 -1.726161 0.73 -2.10 -5.81
C -2.901440 -0.177831 -0.325322 1.82 -1.11 -2.44
B -4.503137 0.092101 -0.019823 -2.52 1.15 0.80
Be 5.792022 0.851397 -0.601728 0.78 -0.52 0.61
H 2.967905 4.050799 0.181698 -1.13 -0.63 0.78
H 3.482606 -2.950324 1.041946 -1.95 1.41 0.07
H 1.601097 0.252839 2.087030 -1.07 0.96 -1.52
H 1.798036 -2.413111 1.879662 1.59 0.41 -1.55
H -6.007978 -1.449338 -0.045334 0.81 0.29 0.99
H -4.494125 2.099952 -0.186561 -1.30 -0.90 -0.54
H 3.181382 -1.114740 1.374419 -1.21 -2.03 -0.55
H -5.725007 -0.797407 1.513697 0.51 -0.45 -1.48
H 4.296615 1.380204 -0.665750 -2.66 0.57 0.40
H 0.468535 1.743032 1.905557 1.27 -1.77 -1.30
H 3.747442 -1.439341 -1.654648 -1.43 1.16 -0.21

3.
35
Properties=species:S:1:pos:R:3:forces:R:3 method="wB97M-V/def2-TZVPD" multiplicity=1 orbital_gap_ev=9.502 fmax_ev_per_a=0.67 charge=0 lumo_energy_ev=-0.8085 total_energy_ha=-2652.68950 homo_energy_ev=-10.311 relative_energy_kcal_mol=0.00 smiles="O=NOC[C@@]1(COC(F)(F)F)CC(=O)N[C@H]1OB(O)O.ClC(Cl)Cl"
Cl -1.937433 -2.047411 -6.618191 0.00 0.00 0.00
Cl -0.395487 -4.353984 -5.755846 0.00 0.00 0.00
Cl 0.710627 -1.682052 -5.484379 0.07 0.03 -0.04
F 0.751759 4.525278 0.590741 -0.07 0.15 -0.07
F 0.298295 3.195639 2.236225 -0.03 -0.03 0.03
F 2.329463 3.819764 1.890977 0.04 -0.02 0.03
O 1.362597 2.462731 0.404901 -0.13 -0.01 0.02
O -2.634029 0.733821 2.760718 -0.31 -0.40 0.18
O 1.799965 -2.679433 3.703780 -0.12 0.13 -0.05
O -0.758324 -1.130299 -2.297600 0.24 0.44 0.07
O -1.574573 -0.382360 0.915579 -0.01 0.46 -0.16
O -3.951461 -0.017831 0.927075 0.42 -0.44 0.28
O 2.064483 -0.990257 2.364937 -0.14 0.13 -0.14
N -0.962940 0.811809 -0.980771 -0.15 -0.49 0.19
N 1.803787 -1.521700 3.691212 0.19 -0.19 0.08
C 1.768968 1.202135 0.982314 0.12 -0.03 0.16
C 1.088714 -0.374275 -0.878932 -0.30 -0.21 -0.42
C 0.881556 -1.106049 1.537381 0.51 -0.03 0.23
C -0.681333 0.623268 0.435820 -0.21 -0.14 0.27
C -0.277421 -0.337688 -1.541184 -0.07 -0.12 -0.37
C 0.800073 0.091285 0.562840 0.07 -0.23 -0.14
C 1.191237 3.479556 1.269701 0.17 -0.16 -0.11
C -0.758883 -2.653454 -5.455265 -0.06 0.02 0.10
B -2.721996 0.093880 1.547103 -0.29 0.08 -0.31
H -2.019715 0.324673 3.377734 0.31 0.35 -0.15
H -4.413419 -0.813002 1.217544 -0.27 0.28 -0.12
H 1.560269 -1.346634 -0.995581 0.06 -0.02 0.21
H 0.006718 -1.146468 2.179608 -0.02 0.10 0.04
H -0.881476 1.551303 0.963369 0.31 0.09 0.11
H 0.946560 -2.049854 0.998257 -0.19 0.01 -0.10
H -1.186146 -2.567639 -4.464433 0.01 0.02 0.02
H 2.765263 0.992142 0.594744 -0.01 -0.03 0.04
H 1.858437 1.275212 2.062774 -0.19 0.15 0.00
H 1.678242 0.350315 -1.448032 0.13 0.08 0.15
H -0.512377 1.667580 -1.295120 -0.07 0.06 -0.06

4.
23
Properties=species:S:1:pos:R:3:forces:R:3 method="wB97M-V/def2-TZVPD" multiplicity=1 orbital_gap_ev=9.288 fmax_ev_per_a=4.12 charge=0 lumo_energy_ev=0.4182 total_energy_ha=-520.99714 homo_energy_ev=-8.869 relative_energy_kcal_mol=0.00 smiles="C=Cc1[nH]ncc1B(O)C(=C)C"
O -0.267483 -1.750557 1.137001 1.13 -0.44 -0.35
N 2.784296 1.089661 -0.926088 1.37 1.22 -0.67
N 2.303328 0.364995 -1.904808 -2.62 -1.48 -1.74
C 1.971070 0.922588 0.089648 1.71 0.57 -0.30
C -0.488460 1.299238 2.828852 1.34 0.50 1.99
C 1.126745 -0.264339 -1.578187 0.30 -0.62 1.26
C -0.789120 -1.804173 -2.091655 -0.09 -0.43 -2.32
C -0.838647 0.622572 1.764015 -0.03 -0.26 -1.15
C -2.213195 0.876315 1.256411 1.10 -0.99 -3.84
C 0.269053 -1.098841 -2.455870 0.34 0.33 1.65
C 0.983779 0.004938 -0.211422 -1.29 0.08 -0.72
B -0.013330 -0.410168 0.836516 -0.90 -1.12 2.06
H 0.495090 1.119475 3.286845 -0.33 0.33 -0.11
H -1.142761 2.024904 3.384355 0.52 -0.86 -0.75
H 0.383822 -2.437689 0.801721 -1.24 1.54 0.21
H -2.730104 1.470466 1.945345 -1.42 0.23 1.05
H -1.072211 -1.730366 -1.098074 -1.22 -0.52 1.58
H 0.450332 -1.241892 -3.452968 1.35 0.33 -2.50
H -1.307224 -2.403102 -2.918105 0.53 0.87 1.79
H 2.277789 1.511479 0.932670 -0.56 -0.30 0.69
H -2.088229 1.578674 0.312449 -0.53 -1.69 1.35
H 2.477930 0.443219 -2.897952 1.06 0.56 0.38
H -2.572471 -0.187395 0.959302 -0.51 2.18 0.43

5.
20
Properties=species:S:1:pos:R:3:forces:R:3 method="wB97M-V/def2-TZVPD" multiplicity=1 orbital_gap_ev=7.788 fmax_ev_per_a=4.37 charge=0 lumo_energy_ev=-0.4326 total_energy_ha=-2885.17896 homo_energy_ev=-8.220 relative_energy_kcal_mol=133.18
Br 1.966943 -0.600784 -0.924519 0.28 -0.37 0.04
C 1.131153 2.245929 2.405941 -0.56 0.23 0.38
C -1.332896 -1.960215 -2.026461 -2.70 1.99 0.88
C -1.113651 -1.497405 -0.645040 0.43 1.82 -0.64
C 0.537056 0.563440 -1.013856 0.88 1.70 -0.53
C -0.031831 1.989022 2.950531 -0.87 -1.17 -3.18
C 2.292054 2.560153 1.927267 0.57 -3.16 1.27
C -0.700038 0.068289 -0.564586 -3.03 -2.42 2.02
C -0.454211 -2.535572 -2.766501 2.56 -1.79 -0.90
H 0.472008 -2.883167 -2.174681 -1.12 0.48 -1.79
H -0.842229 1.463288 2.237730 1.73 1.28 2.14
H -2.314981 -1.662687 -2.387943 0.08 0.00 -0.55
H -0.240739 2.361539 3.919493 -0.51 -0.02 0.77
H -0.647622 -2.680579 -3.855965 0.57 -0.31 1.14
H -1.970968 -1.708841 -0.031027 -0.10 0.01 0.57
H 3.152638 1.880499 2.004470 -0.55 -0.07 0.22
H -0.210645 -1.917326 -0.344233 1.16 -1.42 1.29
H -1.587750 0.692188 -0.691743 0.26 0.37 -1.03
H -0.665789 0.229199 0.554374 0.77 -0.07 -0.54
H 2.561499 3.393032 1.426747 0.15 2.92 -1.56

6.
23
Properties=species:S:1:pos:R:3:forces:R:3 method="wB97M-V/def2-TZVPD" multiplicity=1 orbital_gap_ev=8.863 fmax_ev_per_a=1.37 charge=0 lumo_energy_ev=0.5561 total_energy_ha=-3393.08202 homo_energy_ev=-8.307
Br -5.118053 -1.924659 1.891470 0.20 0.08 -0.08
S 0.380755 0.515182 -0.531171 -0.44 0.27 1.27
N 1.496492 -0.420311 0.002306 0.04 0.33 0.49
N 2.009363 -1.092233 -2.342861 0.04 -0.01 0.02
C -1.187791 -0.101553 0.220369 0.28 0.20 -0.62
C 2.277553 -1.210419 -0.924048 0.32 -0.31 -0.18
C -2.396079 0.234002 -0.363835 0.07 0.03 0.08
C -1.128718 -0.991924 1.273904 0.17 0.10 0.04
C -2.295285 -1.526438 1.790742 -0.14 0.04 -0.05
C -3.503679 -1.178457 1.208037 -0.22 -0.07 0.05
C -3.568785 -0.309593 0.129807 -0.14 -0.08 0.14
C 0.506343 1.979232 0.583919 -0.13 -0.36 -0.63
H 2.147926 -2.266303 -0.649806 0.12 0.12 -0.10
H -4.521220 -0.072165 -0.317934 -0.07 0.03 -0.02
H -2.267403 -2.209889 2.624942 -0.01 -0.06 0.05
H 0.457878 1.654170 1.617187 -0.01 -0.19 0.04
H -2.423748 0.911412 -1.204234 -0.03 0.07 -0.14
H 3.333234 -0.951161 -0.759101 -0.16 -0.17 -0.09
H -0.160821 -1.259946 1.671993 0.13 -0.06 0.03
H -0.306640 2.660630 0.348456 -0.11 0.07 0.03
H 2.146058 -0.134240 -2.645830 -0.06 -0.07 -0.11
H 1.048942 -1.354339 -2.537991 0.06 0.05 -0.13
H 1.463695 2.449136 0.385027 0.10 0.00 -0.09